65
Properties=species:S:1:pos:R:3:nbo_charge:R:1 method="wB97M-V/def2-TZVPD" homo_energy_ev=-10.996 charge=+1 e_lumo_ev=-5.36 total_energy_ev=-44840.9909
F 4.4512 -4.0694 -0.1216 -0.287
F 1.1657 -3.9541 -0.5166 -0.271
O 2.2766 3.7990 -1.1021 -0.341
O 4.8902 -3.8769 -2.2530 -0.468
O 2.3016 -2.6131 0.8023 -0.475
O 0.3270 -0.5861 4.2403 -0.548
O -4.2111 0.8695 -1.6656 -0.558
N -6.2309 2.7168 -0.7292 -0.815
N 2.9677 -2.8879 -1.4318 -0.562
N 2.6682 -2.1959 4.7396 -0.819
N 3.7036 2.4461 -2.4388 -0.418
N 2.3350 0.5651 -2.4313 -0.164
N 3.5061 1.0640 -2.1244 0.078
C -0.3591 -0.7220 0.2906 -0.611
C -0.3857 -0.3635 -2.2168 -0.390
C 3.2809 0.0929 5.2870 -0.615
C -6.2438 2.8531 -3.1578 -0.615
C 2.1431 -0.7238 -2.1970 0.262
C 4.1739 -3.6470 -1.3417 0.958
C 4.5340 0.4373 -1.5848 0.085
C 2.9279 3.1570 -1.7620 0.910
C -4.5809 0.0978 -2.7956 -0.251
C 0.0449 0.3971 5.2231 -0.250
C 1.5067 -0.3791 3.4955 -0.073
C 2.1297 -3.1063 -0.2585 0.978
C -1.1787 -0.8372 -1.0072 -0.403
C 3.2000 -1.4932 -1.6449 0.213
C -4.0849 2.2604 -1.9095 -0.073
C 2.7968 -0.8466 4.1865 -0.076
C -5.4072 3.0419 -1.8959 -0.083
C 4.3969 -0.9175 -1.3233 -0.188
C 0.8141 -1.2755 -2.5764 -0.469
H -7.0119 3.6227 -3.2154 0.228
H -3.5284 2.4346 -2.8409 0.160
H -6.7544 1.8906 -3.1711 0.203
H 0.6935 -0.8515 0.0453 0.156
H -5.1461 4.1025 -1.8364 0.192
H 0.5121 0.1466 6.1772 0.172
H -5.6273 2.9265 -4.0565 0.201
H -1.0337 0.4120 5.3735 0.196
H 0.6729 -2.2691 -2.1684 0.238
H 3.2350 1.1360 4.9660 0.200
H 2.4518 -2.8461 3.9889 0.350
H 1.3840 -0.9734 2.5862 0.180
H -0.0836 0.6689 -2.0569 0.211
H -0.4911 0.2746 0.7001 0.220
H 4.3149 -0.1332 5.5450 0.224
H -4.1977 -0.9126 -2.6449 0.184
H 5.2206 -1.4538 -0.8830 0.274
H -1.5526 -1.8492 -1.1500 0.201
H 5.4337 0.9841 -1.3705 0.274
H -5.6658 0.0283 -2.8881 0.180
H 0.8015 -1.3682 -3.6607 0.273
H -0.6718 -1.4660 1.0121 0.235
H -2.0568 -0.2019 -0.9177 0.245
H 3.5766 -0.8724 3.4166 0.174
H 0.3678 1.3916 4.9027 0.167
H 1.8375 -2.2122 5.3254 0.359
H 2.6949 -0.0091 6.1990 0.210
H -4.1556 0.5022 -3.7188 0.168
H -1.0614 -0.3638 -3.0676 0.228
H -6.3317 1.7059 -0.6909 0.354
H 1.5827 0.6719 3.1776 0.153
H -3.4632 2.6402 -1.0931 0.178
H -5.7198 2.9457 0.1188 0.351